#a
{
  "formula": "C5H15NO",
  "method": "ωB97M-V with the def2-TZVPD basis set",
  "gap_ev": 5.01,
  "species": ["C", "C", "N", "C", "C", "C", "H", "H", "H", "H", "H", "H", "H", "H", "H", "H", "H", "H", "H", "H", "H", "O"],
  "positions_angstrom": [[1.913, -1.404, 1.437], [1.404, -0.289, 2.247], [-0.482, -0.913, -0.747], [-1.066, 1.301, 0.218], [-0.104, 0.457, -0.697], [0.151, 1.238, -2.022], [0.795, -0.784, 1.143], [1.969, -2.454, 1.722], [2.828, -1.154, 0.899], [1.221, -0.743, 3.215], [2.125, 0.513, 2.133], [0.393, -1.452, -0.762], [-2.063, 1.357, -0.240], [-1.178, 0.886, 1.215], [-0.776, 2.353, 0.115], [0.831, 0.519, -0.070], [-0.808, 1.327, -2.510], [0.467, 2.226, -1.696], [0.801, 0.655, -2.686], [-2.079, -1.062, -0.636], [-3.273, -1.660, -1.423], [-3.067, -0.918, -0.855]],
  "nbo_charge": [-0.36, -0.49, -0.82, -0.64, -0.05, -0.62, 0.37, 0.24, 0.23, 0.25, 0.24, 0.32, 0.23, 0.21, 0.20, 0.12, 0.22, 0.20, 0.21, 0.49, 0.45, -1.01]
}

#b
{
  "formula": "C5H15NO",
  "method": "ωB97M-V with the def2-TZVPD basis set",
  "smiles": "CC[C@@H](C)CN.O",
  "gap_ev": 10.08,
  "species": ["C", "C", "C", "C", "C", "N", "H", "H", "H", "H", "H", "H", "H", "H", "H", "H", "H", "H", "H", "H", "H", "O"],
  "positions_angstrom": [[1.031, 0.363, -1.206], [-0.184, -0.551, -0.884], [-1.410, 0.113, -1.519], [-0.513, -0.652, 0.639], [-1.162, -2.007, 0.943], [1.704, 0.912, -0.004], [1.833, -0.182, -1.735], [0.790, 1.312, -1.721], [-0.031, -1.489, -1.430], [-1.320, 0.004, -2.590], [-2.354, -0.205, -1.104], [-1.361, 1.200, -1.348], [-1.142, 0.220, 0.846], [0.436, -0.562, 1.148], [-1.734, -1.820, 1.887], [-2.010, -2.231, 0.300], [-0.449, -2.818, 1.088], [2.268, 1.731, -0.170], [2.174, 0.308, 0.652], [0.693, 1.600, 2.488], [1.519, 2.373, 1.398], [1.221, 2.380, 2.321]],
  "nbo_charge": [-0.20, -0.23, -0.60, -0.39, -0.62, -0.89, 0.18, 0.19, 0.20, 0.21, 0.21, 0.20, 0.21, 0.20, 0.21, 0.21, 0.21, 0.36, 0.37, 0.47, 0.48, -0.96]
}

#c
{
  "formula": "C5H15NO",
  "method": "ωB97M-V with the def2-TZVPD basis set",
  "smiles": "CC[C@@H](C)NC.O",
  "gap_ev": 9.28,
  "species": ["C", "N", "C", "C", "C", "C", "H", "H", "H", "H", "H", "H", "H", "H", "H", "H", "H", "H", "H", "H", "H", "O"],
  "positions_angstrom": [[-0.213, -2.219, -1.428], [0.086, -0.932, -2.054], [0.020, 0.945, 1.176], [-0.319, 0.710, -0.290], [0.721, 0.089, -1.242], [1.978, -0.403, -0.504], [0.686, -2.751, -1.087], [-0.599, -2.866, -2.212], [-0.875, -2.056, -0.590], [0.559, -1.059, -2.935], [0.558, 0.090, 1.575], [-0.942, 1.036, 1.679], [0.605, 1.834, 1.403], [-1.271, 0.168, -0.336], [-0.681, 1.633, -0.770], [1.071, 0.878, -1.912], [2.709, -0.711, -1.257], [2.421, 0.365, 0.119], [1.779, -1.271, 0.131], [-2.096, 1.776, 3.593], [-3.319, 2.644, 3.803], [-2.881, 2.102, 3.138]],
  "nbo_charge": [-0.42, -0.63, -0.62, -0.42, -0.04, -0.64, 0.16, 0.20, 0.20, 0.36, 0.20, 0.22, 0.20, 0.21, 0.21, 0.19, 0.21, 0.21, 0.20, 0.47, 0.47, -0.94]
}

#d
{
  "formula": "C5H15NO",
  "method": "ωB97M-V with the def2-TZVPD basis set",
  "smiles": "CCN(C)CC.O",
  "gap_ev": 8.34,
  "species": ["C", "C", "N", "C", "C", "C", "H", "H", "H", "H", "H", "H", "H", "H", "H", "H", "H", "H", "H", "H", "H", "O"],
  "positions_angstrom": [[-1.873, -0.414, 2.041], [-0.474, -1.043, 1.959], [-0.014, -1.021, 0.583], [1.077, -0.213, 0.075], [0.649, 1.231, -0.222], [-0.515, -2.063, -0.302], [-2.303, -0.493, 3.030], [-1.830, 0.598, 1.641], [-2.516, -0.940, 1.330], [-0.470, -2.108, 2.175], [0.227, -0.444, 2.528], [1.401, -0.741, -0.813], [1.890, -0.169, 0.820], [1.536, 1.849, -0.180], [0.033, 1.549, 0.613], [0.010, 1.244, -1.090], [0.278, -2.682, -0.671], [-1.151, -1.634, -1.069], [-1.104, -2.737, 0.305], [1.395, 2.850, -4.697], [2.267, 3.951, -4.141], [1.488, 3.430, -3.917]],
  "nbo_charge": [-0.61, -0.20, -0.48, -0.19, -0.61, -0.40, 0.20, 0.21, 0.20, 0.18, 0.19, 0.19, 0.17, 0.21, 0.20, 0.21, 0.18, 0.18, 0.19, 0.47, 0.47, -0.93]
}

The structure with the most favorable energy is #c; the runner-up is 0.314 eV above it.

#a
{
  "formula": "C5H15NO",
  "method": "ωB97M-V with the def2-TZVPD basis set",
  "smiles": "CCN(C)CC.O",
  "gap_ev": 8.82,
  "species": ["C", "C", "N", "C", "C", "C", "H", "H", "H", "H", "H", "H", "H", "H", "H", "H", "H", "H", "H", "H", "H", "O"],
  "positions_angstrom": [[-0.416, 1.985, 1.118], [-0.785, 0.735, 1.930], [-1.041, -0.510, 1.202], [0.113, -1.198, 0.677], [1.021, -0.493, -0.352], [-2.172, -0.443, 0.274], [-0.564, 2.848, 1.752], [0.539, 1.907, 0.632], [-1.196, 2.085, 0.362], [-1.660, 0.974, 2.538], [0.044, 0.463, 2.595], [-0.271, -2.118, 0.249], [0.748, -1.474, 1.524], [1.717, -1.244, -0.727], [1.696, 0.192, 0.170], [0.457, 0.082, -1.080], [-2.241, -1.394, -0.243], [-2.090, 0.351, -0.477], [-3.060, -0.369, 0.895], [2.369, -1.047, -4.634], [3.790, -0.552, -4.454], [3.003, -0.779, -3.950]],
  "nbo_charge": [-0.64, -0.21, -0.45, -0.20, -0.64, -0.42, 0.21, 0.21, 0.20, 0.19, 0.19, 0.19, 0.18, 0.22, 0.20, 0.21, 0.20, 0.17, 0.20, 0.47, 0.47, -0.93]
}

#b
{
  "formula": "C5H15NO",
  "method": "ωB97M-V with the def2-TZVPD basis set",
  "smiles": "CCCCNC.O",
  "gap_ev": 9.90,
  "species": ["C", "C", "C", "C", "N", "C", "H", "H", "H", "H", "H", "H", "H", "H", "H", "H", "H", "H", "H", "H", "H", "O"],
  "positions_angstrom": [[-0.957, 2.448, -1.895], [-0.747, 0.951, -2.148], [-0.970, 0.114, -0.864], [0.172, 0.280, 0.124], [0.083, -0.597, 1.305], [-1.253, -0.774, 1.852], [-1.659, 2.628, -1.086], [-1.280, 2.977, -2.797], [-0.004, 2.892, -1.596], [-1.439, 0.550, -2.868], [0.264, 0.686, -2.462], [-1.941, 0.301, -0.415], [-1.000, -0.937, -1.169], [1.061, -0.020, -0.434], [0.305, 1.326, 0.401], [0.648, -0.122, 2.002], [-1.160, -1.390, 2.749], [-1.851, 0.113, 2.103], [-1.841, -1.389, 1.181], [3.883, -2.218, 0.730], [2.643, -1.530, 1.349], [3.170, -2.340, 1.362]],
  "nbo_charge": [-0.62, -0.39, -0.40, -0.22, -0.62, -0.42, 0.20, 0.21, 0.20, 0.20, 0.20, 0.20, 0.20, 0.18, 0.17, 0.35, 0.21, 0.16, 0.19, 0.47, 0.47, -0.94]
}

#c
{
  "formula": "C5H15NO",
  "method": "ωB97M-V with the def2-TZVPD basis set",
  "smiles": "CC[C@@H](C)NC.O",
  "gap_ev": 9.66,
  "species": ["C", "N", "C", "C", "C", "C", "H", "H", "H", "H", "H", "H", "H", "H", "H", "H", "H", "H", "H", "H", "H", "O"],
  "positions_angstrom": [[-1.355, 1.283, -1.322], [-1.130, -0.094, -0.875], [2.232, 0.725, 0.499], [0.761, 0.365, 0.655], [0.244, -0.424, -0.558], [0.362, -1.927, -0.304], [-1.807, 1.842, -0.502], [-1.936, 1.330, -2.229], [-0.408, 1.805, -1.510], [-1.579, -0.781, -1.457], [2.899, -0.151, 0.495], [2.627, 1.234, 1.374], [2.455, 1.337, -0.370], [0.562, -0.202, 1.550], [0.259, 1.312, 0.768], [0.890, -0.209, -1.394], [-0.297, -2.518, -0.945], [1.383, -2.240, -0.521], [0.077, -2.232, 0.706], [-1.768, -0.322, 2.706], [-2.308, -0.344, 1.231], [-2.163, 0.213, 2.003]],
  "nbo_charge": [-0.42, -0.65, -0.61, -0.40, -0.04, -0.61, 0.20, 0.20, 0.18, 0.36, 0.20, 0.21, 0.20, 0.20, 0.21, 0.16, 0.20, 0.21, 0.20, 0.47, 0.49, -0.96]
}

#d
{
  "formula": "C5H15NO",
  "method": "ωB97M-V with the def2-TZVPD basis set",
  "smiles": "CCCCCN.O",
  "gap_ev": 10.33,
  "species": ["C", "C", "C", "C", "C", "N", "H", "H", "H", "H", "H", "H", "H", "H", "H", "H", "H", "H", "H", "H", "H", "O"],
  "positions_angstrom": [[-2.147, 0.570, -2.398], [-2.802, -0.252, -1.273], [-2.107, -0.082, 0.064], [-0.622, -0.474, 0.110], [0.317, 0.640, 0.520], [1.707, 0.118, 0.645], [-1.179, 0.150, -2.675], [-2.787, 0.615, -3.281], [-1.971, 1.618, -2.144], [-2.724, -1.301, -1.555], [-3.837, 0.073, -1.190], [-2.179, 0.935, 0.466], [-2.651, -0.679, 0.800], [-0.525, -1.341, 0.774], [-0.175, -0.891, -0.803], [0.340, 1.401, -0.261], [0.149, 1.082, 1.499], [2.401, 0.674, 0.175], [1.886, -0.788, 0.254], [4.199, 0.308, 2.337], [4.260, -0.765, 1.306], [4.663, -0.540, 2.175]],
  "nbo_charge": [-0.61, -0.39, -0.40, -0.42, -0.21, -0.86, 0.20, 0.21, 0.20, 0.20, 0.20, 0.20, 0.21, 0.21, 0.20, 0.18, 0.19, 0.35, 0.35, 0.47, 0.46, -0.93]
}

The structure with the most favorable energy is #c; the runner-up is 0.086 eV above it.

#a
{
  "formula": "C5H15NO",
  "method": "ωB97M-V with the def2-TZVPD basis set",
  "smiles": "CCCCCN.O",
  "gap_ev": 10.08,
  "species": ["C", "C", "C", "C", "C", "N", "H", "H", "H", "H", "H", "H", "H", "H", "H", "H", "H", "H", "H", "H", "H", "O"],
  "positions_angstrom": [[-0.207, 2.130, 2.529], [-0.556, 0.673, 2.170], [-1.058, 0.616, 0.753], [-0.016, 1.225, -0.231], [1.044, 0.302, -0.999], [0.668, -0.497, -2.207], [0.816, 2.358, 2.700], [-0.745, 2.408, 3.350], [-0.615, 2.856, 1.793], [0.293, 0.018, 2.419], [-1.272, 0.551, 3.003], [-2.067, 1.253, 0.642], [-1.186, -0.398, 0.321], [0.611, 2.006, 0.284], [-0.560, 1.706, -0.996], [1.495, -0.634, -0.353], [1.887, 0.894, -1.323], [-0.239, -0.387, -2.565], [1.340, -0.435, -2.973], [0.370, -2.990, -1.791], [0.238, -4.381, -0.899], [-0.035, -3.878, -1.687]],
  "nbo_charge": [-0.61, -0.43, -0.40, -0.42, -0.21, -0.89, 0.21, 0.20, 0.20, 0.21, 0.21, 0.20, 0.22, 0.21, 0.20, 0.17, 0.19, 0.36, 0.37, 0.50, 0.48, -0.98]
}

#b
{
  "formula": "C5H15NO",
  "method": "ωB97M-V with the def2-TZVPD basis set",
  "smiles": "CCCN.CCO",
  "gap_ev": 9.99,
  "species": ["C", "O", "C", "H", "H", "H", "H", "H", "C", "C", "C", "N", "H", "H", "H", "H", "H", "H", "H", "H", "H", "H"],
  "positions_angstrom": [[-0.265, 2.324, -0.120], [-1.254, 1.558, 0.489], [0.875, 2.714, 0.818], [-0.750, 3.230, -0.495], [0.162, 1.807, -0.993], [1.707, 3.189, 0.292], [1.282, 1.839, 1.331], [0.520, 3.402, 1.587], [0.163, -1.525, 0.564], [-0.222, -1.257, -0.888], [0.198, -2.363, -1.853], [-0.646, -0.692, 1.471], [0.022, -2.589, 0.781], [1.195, -1.224, 0.744], [0.192, -0.309, -1.220], [-1.315, -1.202, -0.916], [1.228, -2.243, -2.193], [0.153, -3.365, -1.417], [-0.430, -2.372, -2.742], [-0.985, 0.621, 0.790], [-1.574, -1.075, 1.598], [-0.257, -0.467, 2.373]],
  "nbo_charge": [-0.05, -0.79, -0.63, 0.17, 0.13, 0.20, 0.19, 0.21, -0.21, -0.41, -0.61, -0.83, 0.18, 0.19, 0.21, 0.20, 0.20, 0.20, 0.22, 0.48, 0.38, 0.38]
}

The structure with the most favorable energy is #b; the runner-up is 1.190 eV above it.